P | # C6H14NO

2 unconnected molecules or ions with the total composition C6H14NO (the ωB97M-V functional and the def2-TZVPD basis, the OMol25 dataset).

Properties
- E_HOMO: -13.87 eV
- Charge: +1
- Lowest unoccupied orbital energy: -4.964 eV
- Kohn-Sham gap: 8.91 eV

XYZ file:
```
22
C6H14NO, DFT the ωB97M-V functional and the def2-TZVPD basis
C 2.5331 -1.0936 0.1798
C 2.2820 0.1470 -0.5573
C -2.1158 0.1627 -1.2130
C -0.7439 1.0979 0.6231
C -0.9235 -1.3256 0.6316
C -1.3449 -0.0529 0.0542
N 1.9062 1.3805 0.1485
O 3.5287 -0.2559 -0.4794
H 2.5795 -0.8903 1.2117
H 2.2496 -2.1292 -0.2092
H -2.3450 1.1483 -1.4295
H -3.0170 -0.3831 -1.2361
H -1.3501 -0.1535 -1.8972
H 1.7197 0.0257 -1.5239
H -1.3991 2.0232 0.4719
H -0.5050 0.9041 1.7504
H -0.2768 -1.1618 1.5886
H -0.5014 -1.9930 -0.1256
H -1.9233 -1.7489 0.8282
H 2.3143 1.5079 1.0852
H 0.3695 1.3578 0.2146
H 2.0307 2.2316 -0.2977
```

Results of the Löwdin charge analysis, in e, for atoms 1 through 4:
1 C -0.04
2 C -0.45
3 C 0.02
4 C -0.06

Q | # C6H14NO

A gas-phase ion, C6H14NO (charge +1) (the ωB97M-V functional and the def2-TZVPD basis, the OMol25 dataset).

Properties
- E_HOMO: -14.17 eV
- SMILES string: C=C(C)C[C@H]([NH3+])CO
- Charge: +1
- Lowest unoccupied orbital energy: -3.307 eV
- Kohn-Sham gap: 10.86 eV

XYZ file:
```
22
C6H14NO, DFT the ωB97M-V functional and the def2-TZVPD basis
C 1.1223 -1.1476 -1.4517
C 1.3236 0.0828 -1.0854
C 2.4716 0.6352 -0.2581
C -0.0345 0.7632 -0.8299
C -0.6425 0.2398 0.4856
N -0.4400 -1.1602 0.7193
C -2.0552 0.6468 0.5643
O -2.5326 0.0426 1.7559
H 0.1817 -1.3251 -1.9733
H 1.8062 -1.9851 -1.4548
H 3.1103 1.4410 -0.7713
H 3.0968 -0.2575 -0.0602
H 2.1093 0.9993 0.6716
H 0.2082 1.8077 -0.8821
H -0.6947 0.4082 -1.6043
H -0.1176 0.8231 1.2343
H -1.2894 -1.7698 0.8954
H 0.1416 -1.5734 -0.1171
H 0.1068 -1.3619 1.6038
H -2.6318 0.2809 -0.3102
H -2.0683 1.8140 0.5975
H -3.1718 0.5961 2.2706
```

Results of the Löwdin charge analysis, in e, for atoms 1 through 4:
1 C -0.02
2 C -0.31
3 C -0.02
4 C -0.10

Which of them is least stable? Easy: P.

P | # CH2N2OS2

2 unconnected molecules or ions with the total composition CH2N2OS2 (the ωB97M-V functional and the def2-TZVPD basis, the OMol25 dataset).

Properties
- E_HOMO (spin up / spin down): -8.00 / -8.00 eV
- Lowest unoccupied orbital energy (spin up / spin down): -0.968 / -0.969 eV
- Kohn-Sham gap (spin up / spin down): 7.04 / 7.03 eV

XYZ file:
```
8
CH2N2OS2, DFT the ωB97M-V functional and the def2-TZVPD basis
C -0.8659 -0.6664 -0.5801
N 1.0796 0.7865 0.7394
N 0.6466 -0.3179 0.9668
O 1.9601 1.4576 1.2514
S -1.6471 -1.9953 -0.8473
S -0.5793 0.9139 -1.0945
H 0.9033 -1.0320 1.6440
H -1.4973 0.8535 -2.0798
```

Results of the Löwdin charge analysis, in e, for atoms 1 through 4:
1 C -1.09
2 N -0.42
3 N 0.00
4 O -0.08

Q | # CH2N2OS2

2 unconnected molecules or ions with the total composition CH2N2OS2 (the ωB97M-V functional and the def2-TZVPD basis, the OMol25 dataset).

Properties
- E_HOMO: -9.45 eV
- Lowest unoccupied orbital energy: -1.200 eV
- Kohn-Sham gap: 8.25 eV

XYZ file:
```
8
CH2N2OS2, DFT the ωB97M-V functional and the def2-TZVPD basis
C -0.1209 0.2052 0.2675
N -1.1491 0.9131 0.0969
N -1.9072 1.7175 0.0077
O 0.2148 0.5295 -2.7351
S -0.1187 3.1915 -1.8246
S 0.8050 1.4746 -1.7799
H 0.4757 0.1264 1.1491
H -0.0364 -0.5180 -0.5779
```

Results of the Löwdin charge analysis, in e, for atoms 1 through 4:
1 C -0.13
2 N -0.25
3 N 0.23
4 O -0.61

Which of them is least stable? Easy: P.

P | # CH2N2OS2

CH2N2OS2 in the gas phase (the ωB97M-V functional and the def2-TZVPD basis, the OMol25 dataset).

Properties
- E_HOMO: -8.89 eV
- SMILES string: NC(=S)SN=O
- Lowest unoccupied orbital energy: -0.442 eV
- Kohn-Sham gap: 8.45 eV

XYZ file:
```
8
CH2N2OS2, DFT the ωB97M-V functional and the def2-TZVPD basis
N 1.0619 0.8569 -0.0251
C 0.6435 -0.3907 0.1663
S 1.2172 -1.3411 1.3458
S -0.6390 -1.0751 -0.9594
N -2.1964 -0.7538 -0.5916
O -2.5893 0.0571 0.2090
H 0.7338 1.4561 -0.7624
H 1.7684 1.1906 0.6174
```

Results of the Löwdin charge analysis, in e, for atoms 1 through 4:
1 N 0.02
2 C -1.20
3 S 0.63
4 S 0.90

Q | # CH2N2OS2

CH2N2OS2 in the gas phase (the ωB97M-V functional and the def2-TZVPD basis, the OMol25 dataset).

Properties
- E_HOMO: -10.10 eV
- SMILES string: N#C[S@](N)(=O)=S
- Lowest unoccupied orbital energy: 0.030 eV
- Kohn-Sham gap: 10.13 eV

XYZ file:
```
8
CH2N2OS2, DFT the ωB97M-V functional and the def2-TZVPD basis
N -1.8715 0.4452 -3.2626
C -1.3352 -0.1327 -2.4153
S -1.0356 -1.0697 -0.9646
N 0.0112 -0.0510 -0.0300
O -0.3530 -2.3398 -1.3171
S -2.7829 -0.9848 -0.2159
H -0.3460 0.7029 0.4166
H 0.6405 -0.5917 0.6346
```

Results of the Löwdin charge analysis, in e, for atoms 1 through 4:
1 N 0.14
2 C -0.39
3 S 0.28
4 N -0.12

Which of them is least stable? Easy: Q.

P | # C3H3N3OS

C3H3N3OS in the gas phase (the ωB97M-V functional and the def2-TZVPD basis, the OMol25 dataset).

Properties
- E_HOMO (spin up / spin down): -7.42 / -7.42 eV
- Lowest unoccupied orbital energy (spin up / spin down): -1.324 / -1.324 eV
- Kohn-Sham gap (spin up / spin down): 6.10 / 6.10 eV

XYZ file:
```
11
C3H3N3OS, DFT the ωB97M-V functional and the def2-TZVPD basis
C -1.2060 0.3978 -0.1017
C -0.6887 -0.8183 0.0557
C 0.9824 1.4839 0.0211
N 1.4009 -1.9201 -0.0486
N -0.3068 1.5410 -0.1298
N 0.6571 -0.9543 -0.0712
O 1.1655 -3.1077 -0.1255
S 2.4485 2.0537 -0.0469
H -2.1244 0.8236 0.0060
H -1.4074 -1.7481 0.2754
H -0.9211 2.2486 0.1657
```

Results of the Löwdin charge analysis, in e, for atoms 1 through 4:
1 C -0.09
2 C -0.14
3 C -0.63
4 N -0.22

Q | # C3H3N3OS

A molecular structure, C3H3N3OS (the ωB97M-V functional and the def2-TZVPD basis, the OMol25 dataset).

Properties
- E_HOMO: -9.46 eV
- Lowest unoccupied orbital energy: 0.011 eV
- Kohn-Sham gap: 9.47 eV

XYZ file:
```
11
C3H3N3OS, DFT the ωB97M-V functional and the def2-TZVPD basis
C -1.7166 1.5513 -0.0049
C 1.2622 0.5089 1.0216
C -0.7948 0.4494 -0.3487
N -2.4235 2.4154 0.2515
N 0.0771 0.3029 1.2726
N 0.1878 0.7284 -1.2519
O -1.3421 -0.7728 -0.5712
S 1.7557 1.1877 -0.5583
H 2.2685 0.4622 1.5669
H 0.3808 -0.1118 -1.9894
H -1.6898 -1.1203 0.2975
```

Results of the Löwdin charge analysis, in e, for atoms 1 through 4:
1 C -0.14
2 C -0.56
3 C -0.61
4 N 0.18

R | # C3H3N3OS

C3H3N3OS in the gas phase (the ωB97M-V functional and the def2-TZVPD basis, the OMol25 dataset).

Properties
- E_HOMO: -9.97 eV
- SMILES string: O=c1nc[nH]c(S)n1
- Lowest unoccupied orbital energy: -0.003 eV
- Kohn-Sham gap: 9.96 eV

XYZ file:
```
11
C3H3N3OS, DFT the ωB97M-V functional and the def2-TZVPD basis
O -2.3964 -1.4502 0.0000
C -1.5356 -0.5930 0.0035
N -1.8892 0.7822 -0.0031
C -0.9468 1.6348 0.0072
N 0.3974 1.3235 -0.0076
C 0.7102 -0.0190 -0.0007
S 2.4098 -0.5072 0.0008
N -0.1686 -0.9475 -0.0022
H -1.1537 2.7161 0.0137
H 1.0820 2.0301 -0.0144
H 2.9431 0.7267 0.0183
```

Results of the Löwdin charge analysis, in e, for atoms 1 through 4:
1 O 0.07
2 C -0.51
3 N 0.15
4 C -0.16

Which of them is least stable? Easy: P.